# 1
Entry from the Open Molecules 2025 dataset: a 6-piece molecular cluster, C36H59BN7O2 overall in a non-equilibrium geometry (wB97M-V/def2-TZVPD).

XYZ file:
```
105
Properties=species:S:1:pos:R:3:mulliken_charge:R:1
C 0.6808 3.7400 0.9233 -1.088
B 0.2307 2.8512 -0.3052 1.207
O 0.1598 3.4118 -1.5526 -0.758
C -0.0948 1.3071 -0.0562 -0.535
C 0.6311 0.3351 -0.9843 -0.309
C 2.0751 -0.0454 -0.5901 -1.909
C 2.1519 -0.7534 0.7501 1.027
C 2.2883 0.0568 1.8854 -0.384
C 2.3288 -0.4594 3.1690 -0.725
C 2.2267 -1.8442 3.3160 -0.848
C 2.1311 -2.6473 2.1987 -0.648
C 2.0930 -2.1497 0.8927 1.061
C 1.9509 -3.0772 -0.2974 -2.011
N -0.2408 -0.8612 -0.7974 0.105
C -1.3901 -0.6344 -0.2972 -1.639
C -1.5839 0.8553 -0.0596 2.204
C -2.4573 1.3918 -1.2538 -1.338
N -3.6576 0.5817 -1.4980 -0.202
C -2.3037 1.2905 1.2342 -0.220
C -1.8750 0.5184 2.4752 -0.289
O -1.2732 1.0908 3.3494 -0.511
H -0.0148 3.5775 1.7555 0.224
H 0.6993 4.8013 0.6693 0.438
H 1.6701 3.3962 1.2560 0.318
H 0.7534 4.1722 -1.5700 0.307
H 0.1760 1.1677 0.9985 -0.034
H 0.5295 0.6020 -2.0407 0.514
H 2.6287 0.8980 -0.5414 0.645
H 2.5395 -0.6385 -1.3806 0.597
H 2.3433 1.1364 1.7638 0.328
H 2.4047 0.2063 4.0198 0.473
H 2.2271 -2.2464 4.3236 0.472
H 2.0712 -3.7234 2.3457 0.479
H 2.2064 -2.6088 -1.2453 0.283
H 0.8529 -3.2850 -0.3347 0.469
H 2.4281 -4.0391 -0.2166 0.531
H -0.0348 -1.8345 -1.0198 0.437
H -2.1190 -1.4170 -0.0860 0.665
H -2.7458 2.4099 -0.9778 -0.208
H -1.8350 1.3961 -2.1523 0.554
H -3.4145 -0.2308 -2.0551 0.378
H -4.0109 0.2236 -0.6153 0.124
H -2.0246 2.3349 1.4056 -0.037
H -3.3963 1.2654 1.1373 0.522
H -2.0492 -0.5652 2.6016 0.360
C -5.9284 6.1020 1.5572 -1.218
C -5.8817 5.5335 0.1436 -0.691
C -4.7931 4.4681 -0.0341 0.094
C -3.4633 5.0328 0.2343 0.370
N -2.4306 5.4906 0.4434 -0.544
H -4.9983 6.6102 1.8153 0.364
H -6.7327 6.8312 1.6462 0.362
H -6.1040 5.3139 2.2924 0.304
H -5.7160 6.3467 -0.5651 0.346
H -6.8492 5.0903 -0.0980 0.385
H -4.8068 4.0807 -1.0548 0.108
H -4.9636 3.6324 0.6483 0.191
C 6.5515 -5.4940 1.9000 -1.254
C 7.3387 -4.5677 0.9799 -0.349
C 6.8166 -3.1251 0.9992 0.180
C 5.4222 -3.0812 0.5489 0.059
N 4.3238 -3.0462 0.2073 -0.291
H 5.5075 -5.5728 1.5911 0.301
H 6.9731 -6.4983 1.8785 0.364
H 6.5774 -5.1387 2.9323 0.319
H 7.3013 -4.9568 -0.0393 0.305
H 8.3865 -4.5658 1.2837 0.343
H 7.4145 -2.4963 0.3394 -0.336
H 6.8753 -2.7081 2.0065 0.336
C -6.5990 2.2349 -5.7905 -1.309
C -5.8754 2.4830 -4.4716 -0.470
C -6.0187 1.3205 -3.4807 0.346
C -7.4310 1.1009 -3.1479 0.169
N -8.5348 0.9290 -2.8828 -0.447
H -7.6742 2.1286 -5.6419 0.355
H -6.4460 3.0710 -6.4726 0.371
H -6.2291 1.3301 -6.2769 0.319
H -6.2621 3.3989 -4.0193 0.304
H -4.8137 2.6461 -4.6710 0.348
H -5.4750 1.5373 -2.5644 -0.213
H -5.6084 0.4034 -3.9066 0.222
C 9.5756 -1.1385 -1.1566 -0.950
C 10.2670 -1.1331 -2.5134 -0.497
C 9.3808 -1.7132 -3.6212 -0.402
C 9.0248 -3.1046 -3.3170 0.259
N 8.7434 -4.1918 -3.0789 -0.430
H 9.3451 -2.1568 -0.8377 0.136
H 10.2170 -0.6956 -0.3947 0.342
H 8.6445 -0.5671 -1.1896 0.320
H 11.1944 -1.7040 -2.4444 0.306
H 10.5413 -0.1107 -2.7779 0.317
H 9.9014 -1.6850 -4.5784 0.297
H 8.4623 -1.1323 -3.7197 0.266
C -5.0029 -3.0085 4.6520 -1.158
C -5.6004 -1.8878 3.8084 -0.400
C -5.5769 -2.1952 2.3045 -0.481
C -4.1988 -2.3832 1.8381 0.276
N -3.1134 -2.5307 1.4893 -0.494
H -3.9484 -3.1680 4.4199 0.335
H -5.0682 -2.7619 5.7108 0.347
H -5.5347 -3.9477 4.4904 0.312
H -5.0533 -0.9623 4.0029 0.262
H -6.6333 -1.7188 4.1139 0.332
H -6.0254 -1.3750 1.7419 0.257
H -6.1447 -3.1012 2.0884 0.368
```

Values from the calculation:
- energy (eV) = -53485.440
- Kohn-Sham gap (eV) = 7.984
- charge = +1
- LUMO energy (eV) = -3.21

***

# 2
Entry from the Open Molecules 2025 dataset: a 9-piece molecular cluster, C36H59F15N2O16 overall in a non-equilibrium geometry (wB97M-V/def2-TZVPD).

XYZ file:
```
128
Properties=species:S:1:pos:R:3:mulliken_charge:R:1
C -2.1916 0.9602 -0.4491 -0.722
C -0.9783 1.0784 -1.2883 0.287
N -0.0200 1.1951 -1.8902 -0.344
H -2.3403 -0.0181 0.0080 0.265
H -2.9988 1.2823 -1.1069 0.248
H -2.2283 1.6837 0.3654 0.266
C -2.0606 4.9049 -5.8439 -0.768
C -3.1938 3.9601 -5.6892 0.319
N -4.1037 3.2487 -5.6219 -0.359
H -1.6037 4.6111 -6.7888 0.254
H -1.1816 4.7783 -5.2118 0.291
H -2.3553 5.9451 -5.9823 0.262
C -2.0613 -5.2407 -2.9044 -0.593
O -0.8386 -5.9261 -3.2957 -0.350
C -0.8223 -7.2997 -3.0016 -0.680
C -0.1459 -7.6191 -1.6636 -0.454
O -0.8242 -7.1477 -0.5086 -0.225
C 0.0570 -7.0706 0.5907 -0.604
C -0.7238 -6.6815 1.8028 -0.457
O -1.4505 -7.7957 2.3009 -0.318
C -1.9993 -7.5420 3.6203 -0.769
H -1.9098 -4.1698 -3.0401 0.277
H -2.2263 -5.3388 -1.8314 0.182
H -2.9170 -5.4252 -3.5538 0.286
H -0.2238 -7.6193 -3.8546 0.350
H -1.7773 -7.7893 -3.1925 0.383
H 0.8418 -7.1586 -1.6863 0.356
H -0.0846 -8.7030 -1.5663 0.316
H 0.8173 -6.3128 0.4017 0.399
H 0.5804 -8.0211 0.6950 0.356
H -1.3717 -5.8961 1.4137 0.250
H -0.1121 -6.3126 2.6262 0.424
H -2.4581 -6.5537 3.6505 0.326
H -1.2623 -7.5598 4.4231 0.294
H -2.7335 -8.3328 3.7743 0.250
C 7.8138 3.2676 -2.1695 -0.814
O 8.7372 3.8479 -3.0863 -0.304
C 8.3006 3.8569 -4.4480 -0.724
C 9.1379 4.8817 -5.1500 -0.224
O 8.6450 6.1232 -4.6374 -0.349
C 9.1664 7.2222 -5.4569 -0.661
C 10.7077 7.2626 -5.6983 -0.559
O 11.1582 6.3921 -6.7255 -0.283
C 12.3975 6.6850 -7.3316 -0.779
H 8.2706 3.1357 -1.1887 0.269
H 7.1869 2.4460 -2.5160 0.325
H 7.0169 3.9850 -1.9738 0.309
H 7.2535 4.1343 -4.5700 0.357
H 8.4382 2.8454 -4.8302 0.414
H 8.9338 4.9520 -6.2184 0.371
H 10.1866 4.6484 -4.9660 0.226
H 8.9517 8.1138 -4.8677 0.363
H 8.6808 7.3192 -6.4279 0.339
H 11.2418 6.9476 -4.8018 0.360
H 10.9734 8.3058 -5.8692 0.506
H 13.2066 6.5645 -6.6113 0.314
H 12.4613 7.6300 -7.8711 0.295
H 12.5264 5.9299 -8.1070 0.249
C 3.4152 -2.6907 -7.9022 -1.091
C 3.8214 -3.3288 -9.3008 -0.235
O 4.0161 -4.7334 -9.2145 -0.222
C 3.8886 -5.5900 -10.2585 0.372
O 3.7187 -5.2495 -11.4522 -0.559
C 4.0595 -7.0344 -9.8364 0.886
F 5.0602 -7.5744 -10.5142 -0.240
F 4.2959 -7.0583 -8.5287 -0.237
F 2.9801 -7.7387 -10.1191 -0.248
H 3.4689 -1.6022 -7.8843 0.357
H 4.0342 -3.0136 -7.0651 0.318
H 2.4370 -3.1113 -7.6691 0.296
H 4.7905 -2.9610 -9.6380 0.273
H 3.0414 -3.1676 -10.0448 0.332
C -2.8271 8.9680 4.0421 -1.140
C -2.8264 8.0787 2.7429 -0.201
O -3.8448 8.6710 1.8618 -0.226
C -3.9206 8.1784 0.5909 0.374
O -3.4137 7.0893 0.2534 -0.539
C -5.0642 8.8673 -0.2779 0.835
F -4.4647 9.7039 -1.1730 -0.257
F -5.6946 7.9854 -1.0136 -0.225
F -5.9306 9.5280 0.4766 -0.221
H -3.8631 9.0517 4.3706 0.312
H -2.5426 10.0140 3.9278 0.311
H -2.2949 8.5526 4.8978 0.369
H -3.2442 7.0957 2.9601 0.280
H -1.8431 7.9829 2.2824 0.328
C 3.2061 -0.7742 11.4743 -1.003
C 1.9182 -0.7377 10.6064 -0.360
O 2.1612 0.1206 9.5779 -0.234
C 1.8770 -0.2157 8.2569 0.324
O 1.5275 -1.3618 7.8770 -0.553
C 2.2177 0.9289 7.3259 0.944
F 3.5064 1.0593 7.2511 -0.234
F 1.6735 0.7226 6.1459 -0.231
F 1.7588 2.0662 7.8140 -0.249
H 3.3907 0.2175 11.8872 0.285
H 4.0048 -1.0169 10.7735 0.294
H 3.0154 -1.6129 12.1440 0.349
H 1.1757 -0.2119 11.2066 0.270
H 1.5470 -1.7079 10.2760 0.398
C -6.3205 -0.7884 11.1445 -0.983
C -6.7685 0.6092 10.7390 -0.301
O -7.0545 0.6019 9.3584 -0.260
C -6.1509 0.9850 8.4043 0.378
O -5.0197 1.3751 8.6319 -0.510
C -6.7186 1.2599 7.0054 0.839
F -6.3156 0.3661 6.1008 -0.246
F -8.0784 1.3108 7.0230 -0.248
F -6.3111 2.4250 6.6340 -0.238
H -5.9230 -0.6601 12.1513 0.335
H -5.4778 -1.0681 10.5123 0.294
H -7.1071 -1.5400 11.0770 0.290
H -6.0802 1.4015 11.0332 0.360
H -7.6670 0.8800 11.2935 0.290
C -7.4368 -6.4021 0.0799 -1.108
C -6.9955 -5.0129 0.4457 -0.160
O -7.8412 -4.0986 -0.2994 -0.296
C -9.0710 -3.6283 0.1793 0.352
O -9.6046 -4.0168 1.2391 -0.526
C -9.6844 -2.4912 -0.7463 0.899
F -10.9272 -2.2498 -0.3717 -0.245
F -9.0314 -1.3387 -0.6080 -0.256
F -9.6617 -2.8467 -1.9566 -0.224
H -7.2878 -6.5652 -0.9875 0.283
H -8.4793 -6.5688 0.3512 0.320
H -6.7269 -7.0656 0.5738 0.376
H -5.9545 -4.8873 0.1479 0.307
H -7.0289 -4.9852 1.5348 0.278
```

Values from the calculation:
- energy (eV) = -114784.313
- Kohn-Sham gap (eV) = 9.608
- LUMO energy (eV) = 0.24
- structure (SMILES) = CCOC(=O)C(F)(F)F.CCOC(=O)C(F)(F)F.CCOC(=O)C(F)(F)F.CCOC(=O)C(F)(F)F.CCOC(=O)C(F)(F)F.COCCOCCOC.COCCOCCOC.CC#N.CC#N